[1]
{
  "formula": "C24H36N2PtSi",
  "method": "ωB97M-V/def2-TZVPD",
  "species": ["C", "C", "C", "H", "C", "C", "H", "H", "H", "H", "Pt", "C", "H", "H", "H", "Si", "C", "C", "H", "C", "H", "C", "H", "C", "H", "C", "H", "C", "C", "H", "C", "H", "C", "H", "C", "H", "C", "H", "H", "H", "C", "N", "C", "C", "C", "N", "C", "C", "H", "H", "H", "H", "H", "H", "H", "H", "H", "H", "H", "H", "H", "H", "H", "H"],
  "coordinates": [[-3.395, -1.894, 2.669], [-2.490, -2.851, 2.151], [-1.170, -2.527, 2.523], [-2.798, -3.750, 1.616], [-1.203, -1.322, 3.330], [-2.624, -0.929, 3.441], [-2.998, -0.316, 4.257], [-4.483, -1.927, 2.645], [-0.268, -3.121, 2.347], [-0.448, -0.953, 4.018], [-1.635, 0.286, 1.865], [0.285, 0.328, 1.188], [0.892, 0.255, 2.104], [0.559, 1.258, 0.674], [0.529, -0.517, 0.533], [2.977, 0.620, -1.348], [2.953, -0.464, -2.847], [2.646, -1.817, -2.639], [2.491, -2.195, -1.622], [2.538, -2.702, -3.721], [2.264, -3.744, -3.538], [2.768, -2.243, -5.024], [2.662, -2.931, -5.870], [3.126, -0.903, -5.235], [3.310, -0.550, -6.256], [3.231, -0.020, -4.155], [3.535, 1.018, -4.320], [4.224, -0.062, -0.156], [5.326, -0.855, -0.532], [5.546, -1.031, -1.592], [6.146, -1.432, 0.448], [6.978, -2.078, 0.147], [5.908, -1.192, 1.802], [6.532, -1.663, 2.569], [4.869, -0.330, 2.178], [4.688, -0.113, 3.231], [4.061, 0.264, 1.202], [3.285, 0.980, 1.492], [1.614, 0.801, -0.847], [3.433, 1.991, -1.686], [-1.960, 0.358, -1.195], [-2.514, 1.690, -1.194], [-2.545, 2.318, -2.502], [-2.204, 2.558, -0.078], [-3.280, 2.639, 1.001], [-3.547, 1.283, 1.617], [-4.211, 1.572, 2.924], [-4.514, 0.541, 0.765], [-2.535, -0.247, -1.909], [-2.053, -0.103, -0.180], [-0.894, 0.322, -1.482], [-3.570, 2.625, -2.745], [-1.907, 3.220, -2.557], [-2.207, 1.602, -3.257], [-1.249, 2.272, 0.419], [-2.134, 3.578, -0.482], [-2.926, 3.303, 1.806], [-4.226, 3.040, 0.613], [-5.082, 2.233, 2.742], [-4.543, 0.648, 3.410], [-3.483, 2.083, 3.564], [-5.511, 0.996, 0.872], [-4.199, 0.600, -0.276], [-4.570, -0.503, 1.083]],
  "forces_ev_per_angstrom": [[0.490, 0.772, 1.057], [0.442, -0.297, -0.318], [0.224, 0.392, 0.524], [0.201, 0.326, 0.035], [-1.375, -0.955, 0.410], [0.944, -0.536, -0.233], [0.093, -0.217, -0.289], [0.328, -0.151, -0.089], [-0.482, 0.308, -0.141], [0.051, -0.233, -0.278], [-0.609, -0.392, 0.768], [0.930, -0.528, 0.350], [0.086, 0.018, -0.285], [-0.306, -0.115, 0.187], [-0.039, 0.213, 0.210], [1.510, 0.567, -0.923], [-0.015, -0.234, -0.475], [-0.181, -0.209, -0.516], [0.027, 0.100, -0.329], [0.028, 0.195, 0.107], [0.166, 0.326, -0.134], [-0.083, 0.136, 0.234], [0.110, 0.337, 0.356], [-0.017, -0.109, -0.078], [-0.008, -0.138, 0.473], [-0.196, -0.258, 0.149], [-0.179, -0.361, -0.003], [0.094, 0.067, 0.710], [-0.235, -0.141, 0.227], [-0.211, -0.069, 0.436], [0.046, 0.134, -0.196], [-0.330, 0.311, 0.113], [-0.288, 0.133, 0.036], [-0.255, 0.202, -0.355], [0.068, 0.135, -0.138], [0.149, -0.027, -0.242], [0.247, -0.621, 0.093], [0.167, -0.308, 0.039], [-0.189, -0.126, 0.163], [-0.219, 0.057, -0.161], [-0.909, -1.276, 0.278], [2.571, 0.442, -0.610], [-0.294, 0.046, -0.787], [-0.344, 1.333, 0.440], [-0.337, -0.866, 0.503], [-0.953, 1.114, 0.074], [-0.236, 0.271, 0.020], [-0.244, 0.188, 0.205], [0.255, 0.096, 0.035], [0.086, 0.269, -0.916], [-0.186, 0.445, 0.013], [-0.012, 0.035, 0.048], [-0.270, -0.412, 0.345], [-0.213, 0.123, 0.159], [-0.480, -0.027, -0.692], [0.197, -0.293, 0.172], [-0.005, -0.175, -0.458], [0.181, -0.014, 0.011], [0.359, -0.319, 0.198], [-0.034, 0.388, -0.305], [-0.277, -0.112, -0.003], [0.239, -0.094, -0.166], [-0.309, -0.173, 0.143], [0.031, 0.309, -0.201]],
  "relative_energy_ev": 0.000,
  "s2": 6.02,
  "total_charge": 2,
  "multiplicity": 5,
  "molar_mass_g_mol": 575.73,
  "homo_ev": [-12.95, -12.95],
  "gap_ev": [7.879, 2.896]
}

***

[2]
{
  "formula": "C24H36N4O4S2",
  "method": "ωB97M-V/def2-TZVPD",
  "species": ["C", "H", "H", "H", "C", "C", "C", "N", "S", "O", "O", "C", "C", "C", "C", "C", "C", "H", "H", "S", "C", "C", "O", "N", "C", "H", "C", "O", "N", "H", "C", "H", "H", "C", "H", "H", "C", "N", "C", "C", "C", "C", "C", "H", "H", "H", "H", "H", "H", "H", "H", "H", "H", "H", "H", "H", "H", "H", "H", "C", "C", "H", "H", "H", "H", "H", "H", "H", "H", "H"],
  "coordinates": [[-2.664, 4.566, -0.768], [-2.981, 5.410, -1.376], [-3.424, 4.384, -0.011], [-1.736, 4.833, -0.267], [-2.464, 3.327, -1.635], [-1.409, 3.580, -2.715], [-1.180, 2.321, -3.556], [-0.885, 1.159, -2.754], [0.692, 0.697, -2.544], [1.368, 0.944, -3.780], [0.656, -0.644, -2.023], [1.389, 1.748, -1.270], [1.450, 1.241, 0.010], [1.908, 2.022, 1.072], [2.278, 3.345, 0.776], [2.232, 3.833, -0.524], [1.794, 3.035, -1.564], [1.789, 3.382, -2.584], [2.549, 4.849, -0.701], [2.824, 4.423, 2.057], [3.616, 3.137, 3.052], [2.637, 2.048, 3.411], [2.519, 1.644, 4.545], [1.903, 1.524, 2.374], [1.384, 0.188, 2.595], [0.381, 0.081, 2.182], [2.390, -0.810, 1.981], [3.545, -0.481, 1.796], [1.882, -2.015, 1.709], [0.887, -2.231, 1.767], [2.619, -3.020, 0.972], [3.573, -2.580, 0.675], [2.816, -3.877, 1.628], [1.815, -3.467, -0.248], [2.429, -4.143, -0.845], [1.576, -2.600, -0.866], [0.535, -4.207, 0.152], [-0.384, -3.350, 0.898], [-1.176, -2.465, 0.053], [-2.323, -3.168, -0.681], [-3.216, -3.905, 0.315], [-2.367, -4.851, 1.160], [-1.241, -4.060, 1.834], [-0.620, -4.722, 2.443], [-1.686, -3.310, 2.499], [-1.937, -5.629, 0.525], [-2.978, -5.337, 1.922], [-3.994, -4.460, -0.211], [-3.705, -3.179, 0.970], [-2.898, -2.426, -1.237], [-1.917, -3.878, -1.403], [-0.512, -1.987, -0.669], [-1.600, -1.693, 0.708], [0.072, -4.622, -0.754], [0.806, -5.046, 0.800], [1.351, 0.037, 3.678], [4.438, 2.708, 2.473], [3.998, 3.599, 3.960], [1.152, 0.215, 0.137], [-1.815, 0.905, -1.683], [-2.025, 2.129, -0.790], [-1.094, 2.375, -0.273], [-2.783, 1.901, -0.038], [-1.422, 0.062, -1.119], [-2.773, 0.610, -2.129], [-0.342, 2.445, -4.243], [-2.081, 2.104, -4.141], [-0.478, 3.881, -2.232], [-1.729, 4.391, -3.371], [-3.414, 3.079, -2.123]],
  "forces_ev_per_angstrom": [[-0.088, -0.248, -0.215], [-0.035, 0.151, -0.026], [-0.078, 0.036, 0.125], [0.122, 0.045, 0.078], [0.284, 0.198, 0.242], [-0.310, -0.262, -0.067], [0.203, 0.611, -0.350], [0.981, -0.421, -0.003], [-0.315, -0.115, -0.116], [0.042, 0.365, 0.047], [-0.011, 0.253, 0.168], [-0.148, -0.376, -0.356], [0.073, -0.124, 0.130], [-0.051, 0.359, -0.523], [0.125, 0.041, 0.269], [-0.094, -0.203, -0.013], [0.068, 0.052, -0.079], [0.000, 0.125, -0.117], [0.086, 0.090, -0.077], [-0.074, -0.172, 0.083], [0.024, 0.157, -0.203], [0.252, 0.449, 0.287], [0.128, -0.075, 0.108], [-0.441, -0.278, 0.020], [0.326, -0.018, 0.065], [0.018, -0.025, -0.007], [-0.370, 0.036, 0.331], [0.308, 0.143, -0.049], [-0.100, -0.102, 0.013], [0.012, 0.226, 0.034], [0.184, -0.070, -0.205], [-0.083, -0.103, 0.079], [0.094, 0.010, -0.090], [-0.093, -0.136, 0.306], [0.015, -0.011, -0.073], [0.062, -0.008, -0.048], [0.216, 0.065, -0.276], [-0.134, -0.101, 0.156], [-0.047, 0.031, -0.302], [-0.003, 0.098, 0.275], [0.127, -0.195, -0.193], [-0.016, 0.271, 0.135], [-0.136, -0.299, 0.055], [-0.014, 0.074, 0.033], [-0.010, -0.053, 0.056], [0.002, -0.094, -0.007], [0.022, -0.083, 0.006], [-0.065, 0.056, 0.044], [-0.074, 0.031, 0.030], [0.014, 0.014, -0.096], [-0.008, -0.007, -0.091], [-0.060, 0.074, 0.126], [0.011, 0.084, -0.063], [-0.025, -0.097, 0.068], [-0.040, -0.029, -0.042], [-0.063, -0.018, -0.234], [-0.009, -0.037, 0.095], [-0.077, -0.116, -0.039], [-0.047, -0.159, 0.126], [-0.168, -0.155, 0.674], [-0.224, -0.046, -0.343], [0.009, 0.023, 0.077], [0.000, -0.011, 0.081], [-0.230, -0.062, 0.070], [0.067, -0.048, 0.018], [-0.201, 0.097, -0.134], [0.083, -0.016, -0.001], [-0.021, 0.070, -0.013], [0.032, 0.070, -0.025], [-0.025, -0.032, -0.032]],
  "relative_energy_ev": 0.095,
  "smiles": "CC1CCN(S(=O)(=O)c2ccc3c(c2)N(CC(=O)NCCCN2CCCCC2)C(=O)CS3)CC1",
  "total_charge": 0,
  "molar_mass_g_mol": 508.71,
  "homo_ev": -8.49,
  "gap_ev": 8.893
}

***

[3]
{
  "formula": "C24H37AsGeIN2O2Ti",
  "method": "ωB97M-V/def2-TZVPD",
  "species": ["Ti", "C", "C", "N", "C", "C", "C", "O", "C", "C", "N", "C", "C", "C", "C", "C", "C", "I", "C", "O", "H", "H", "H", "H", "H", "H", "H", "H", "H", "H", "H", "H", "C", "C", "As", "C", "C", "C", "C", "H", "H", "H", "H", "H", "H", "H", "H", "H", "H", "H", "H", "H", "H", "H", "C", "Ge", "C", "C", "C", "H", "H", "H", "H", "H", "H", "H", "H", "H", "H"],
  "coordinates": [[-1.357, -0.721, 1.320], [-4.802, 1.996, 2.415], [-3.474, 2.635, 2.676], [-3.422, 3.925, 2.925], [-2.224, 4.497, 3.139], [-1.037, 3.804, 3.131], [0.257, 4.534, 3.360], [1.179, 4.395, 2.283], [-1.067, 2.421, 2.857], [0.145, 1.619, 2.859], [0.139, 0.466, 2.324], [1.146, -0.531, 2.345], [2.463, -0.405, 2.771], [3.241, -1.554, 2.756], [2.692, -2.764, 2.332], [1.375, -2.840, 1.887], [0.566, -1.705, 1.866], [-3.069, -2.853, 0.988], [-2.309, 1.811, 2.607], [-2.472, 0.545, 2.335], [-5.587, 2.744, 2.497], [-4.983, 1.180, 3.117], [-4.816, 1.545, 1.420], [-2.229, 5.567, 3.320], [0.779, 4.148, 4.239], [0.037, 5.590, 3.549], [0.690, 4.475, 1.456], [1.040, 2.008, 3.344], [2.876, 0.543, 3.099], [4.275, -1.511, 3.076], [3.313, -3.654, 2.335], [0.987, -3.791, 1.539], [2.146, -4.272, -3.998], [1.717, -4.470, -2.551], [0.633, -3.045, -1.688], [1.790, -1.501, -2.088], [3.033, -1.439, -1.210], [-0.650, -2.727, -3.153], [-1.623, -3.890, -3.305], [2.744, -5.116, -4.352], [2.750, -3.371, -4.119], [1.285, -4.182, -4.662], [2.591, -4.593, -1.905], [1.137, -5.389, -2.446], [1.155, -0.635, -1.896], [2.042, -1.497, -3.152], [2.757, -1.352, -0.158], [3.656, -0.578, -1.467], [3.651, -2.335, -1.318], [-0.113, -2.527, -4.083], [-1.185, -1.813, -2.889], [-1.101, -4.811, -3.579], [-2.368, -3.694, -4.080], [-2.154, -4.074, -2.369], [-0.717, 1.455, -3.171], [-0.634, 1.657, -1.214], [1.177, 2.287, -0.760], [-1.877, 3.102, -0.740], [-1.040, 0.024, -0.321], [-0.513, 2.398, -3.682], [-1.717, 1.119, -3.453], [0.001, 0.710, -3.519], [1.388, 3.240, -1.253], [1.925, 1.562, -1.085], [1.295, 2.415, 0.317], [-1.647, 4.010, -1.302], [-1.821, 3.331, 0.326], [-2.902, 2.805, -0.965], [-1.166, -0.921, -0.876]],
  "forces_ev_per_angstrom": [[-0.120, 0.209, 0.018], [-0.006, -0.003, -0.013], [0.038, 0.001, 0.010], [-0.033, 0.004, 0.003], [0.033, 0.001, -0.019], [-0.013, 0.001, 0.000], [-0.018, -0.025, 0.017], [0.002, 0.029, -0.010], [-0.007, 0.019, 0.010], [0.008, -0.043, -0.007], [0.016, 0.017, 0.016], [0.039, -0.059, 0.003], [-0.038, -0.010, -0.006], [0.000, -0.006, 0.001], [0.015, -0.004, 0.005], [-0.009, 0.027, 0.026], [-0.109, 0.047, -0.094], [0.069, 0.002, 0.049], [-0.063, 0.007, 0.024], [0.207, -0.102, -0.199], [-0.002, -0.003, 0.005], [0.001, 0.002, 0.002], [0.002, -0.001, 0.000], [-0.003, -0.002, 0.004], [0.002, -0.001, -0.001], [0.009, 0.002, 0.002], [-0.002, -0.018, 0.003], [0.000, 0.012, 0.010], [0.004, 0.000, 0.000], [0.000, -0.002, -0.001], [0.000, 0.002, 0.001], [-0.002, 0.000, -0.005], [0.004, -0.010, 0.012], [0.012, 0.019, 0.002], [0.023, -0.031, -0.028], [-0.027, -0.002, -0.017], [-0.014, -0.011, 0.007], [0.010, -0.015, 0.008], [-0.002, -0.002, -0.004], [0.002, 0.006, -0.008], [-0.003, 0.003, -0.002], [0.001, 0.000, -0.002], [0.001, -0.008, -0.006], [-0.003, 0.003, 0.003], [0.021, 0.011, -0.005], [0.006, 0.010, 0.005], [0.007, -0.006, 0.000], [0.000, 0.001, 0.004], [0.003, 0.002, -0.001], [0.000, 0.008, 0.003], [-0.018, -0.003, -0.007], [-0.005, -0.004, 0.004], [0.003, 0.006, 0.000], [0.001, 0.001, 0.002], [-0.041, -0.042, -0.022], [0.027, -0.038, -0.008], [0.037, 0.007, -0.017], [-0.006, 0.016, 0.028], [-0.087, -0.074, 0.260], [0.006, 0.016, 0.025], [0.011, 0.003, -0.029], [0.002, 0.000, 0.002], [0.005, 0.004, 0.013], [-0.013, -0.009, -0.008], [-0.030, -0.004, -0.003], [0.005, -0.004, -0.007], [-0.011, 0.013, -0.010], [-0.003, -0.003, 0.008], [0.062, 0.034, -0.058]],
  "relative_energy_ev": 0.904,
  "total_charge": -1,
  "molar_mass_g_mol": 707.88,
  "homo_ev": -4.55,
  "gap_ev": 6.859
}